[1]
Entry from the OMol25 dataset: a molecular structure, C58H42Br2FeN2OP2S (ωB97M-V with the def2-TZVPD basis set).

Last column: Mulliken spin population.
Geometry (Å):
Fe (-0.419, -0.032, -0.023)  2.15
O (1.666, -1.417, 0.639)  0.05
S (1.797, -0.046, 0.019)  0.02
C (2.907, -0.185, -1.326)  0.02
C (4.226, -0.405, -0.977)  -0.01
C (5.238, -0.592, -1.930)  0.00
C (4.890, -0.545, -3.251)  0.00
C (5.736, -0.681, -4.494)  0.00
C (4.723, -0.640, -5.670)  0.00
C (3.376, -0.464, -5.008)  0.00
C (2.120, -0.406, -5.535)  0.00
C (1.039, -0.295, -4.644)  -0.01
C (1.165, -0.218, -3.268)  0.02
P (-0.410, -0.234, -2.360)  -0.11
C (-1.387, 0.992, -3.285)  0.01
C (-0.993, 2.322, -3.129)  -0.01
C (-1.616, 3.334, -3.837)  -0.01
C (-2.653, 3.029, -4.712)  0.00
C (-3.038, 1.709, -4.891)  0.00
C (-2.402, 0.690, -4.189)  0.00
C (-1.064, -1.904, -2.690)  -0.05
C (-0.146, -2.974, -2.720)  0.43
C (-0.611, -4.320, -2.616)  -0.07
C (-1.901, -4.590, -2.327)  0.29
C (-2.889, -3.490, -2.068)  0.04
C (-2.405, -2.154, -2.549)  0.37
C (2.473, -0.236, -2.694)  0.01
C (3.535, -0.387, -3.610)  0.00
C (2.599, 1.069, 1.126)  -0.01
C (3.550, 1.959, 0.673)  0.00
C (4.333, 2.734, 1.550)  0.00
C (4.170, 2.544, 2.894)  0.00
C (4.901, 3.134, 4.079)  0.00
C (4.224, 2.495, 5.324)  0.00
C (3.118, 1.631, 4.759)  0.00
C (2.157, 0.875, 5.367)  0.00
C (1.183, 0.262, 4.552)  0.00
C (1.193, 0.306, 3.172)  0.00
P (-0.352, -0.164, 2.322)  -0.06
C (-1.533, 0.929, 3.196)  -0.02
C (-1.451, 2.287, 2.881)  -0.01
C (-2.234, 3.224, 3.534)  0.00
C (-3.121, 2.813, 4.522)  0.00
C (-3.189, 1.471, 4.868)  0.00
C (-2.394, 0.535, 4.217)  -0.01
C (-0.692, -1.870, 2.858)  0.00
C (-1.998, -2.338, 3.036)  0.01
C (-2.231, -3.663, 3.376)  -0.01
C (-1.163, -4.539, 3.530)  -0.01
C (0.136, -4.084, 3.352)  0.01
C (0.372, -2.755, 3.021)  0.00
C (2.272, 0.976, 2.521)  0.01
C (3.155, 1.680, 3.353)  0.00
H (4.495, -0.437, 0.071)  0.00
H (6.258, -0.759, -1.606)  0.00
H (6.309, -1.608, -4.476)  0.00
H (6.460, 0.132, -4.552)  0.00
H (4.747, -1.558, -6.258)  0.00
H (4.929, 0.178, -6.360)  0.00
H (1.938, -0.468, -6.602)  0.00
H (0.042, -0.284, -5.071)  0.00
H (-0.163, 2.563, -2.471)  0.00
H (-1.291, 4.361, -3.717)  0.00
H (-3.147, 3.818, -5.266)  0.00
H (-3.826, 1.464, -5.593)  0.00
H (-2.688, -0.337, -4.376)  -0.01
H (0.913, -2.779, -2.831)  0.03
H (0.091, -5.133, -2.761)  0.00
H (-2.246, -5.614, -2.234)  0.00
H (-3.873, -3.736, -2.474)  0.02
H (-3.120, -1.339, -2.528)  0.00
H (3.741, 2.039, -0.389)  0.00
H (5.073, 3.415, 1.148)  0.00
H (4.813, 4.221, 4.083)  0.00
H (5.967, 2.909, 4.030)  0.00
H (3.824, 3.251, 5.999)  0.00
H (4.925, 1.897, 5.905)  0.00
H (2.089, 0.789, 6.445)  0.00
H (0.355, -0.236, 5.047)  0.00
H (-0.728, 2.622, 2.146)  -0.01
H (-2.147, 4.275, 3.284)  0.00
H (-3.742, 3.539, 5.033)  0.00
H (-3.855, 1.149, 5.658)  0.00
H (-2.445, -0.500, 4.529)  0.00
H (-2.843, -1.668, 2.917)  0.01
H (-3.247, -4.008, 3.527)  0.00
H (-1.343, -5.573, 3.801)  0.00
H (0.971, -4.762, 3.474)  0.00
H (1.387, -2.410, 2.876)  0.00
Br (-5.948, -3.726, -0.226)  0.03
C (-4.424, -2.659, -0.189)  0.25
C (-3.122, -3.334, -0.479)  0.08
C (-1.996, -2.488, 0.002)  0.23
N (-2.079, -1.200, 0.107)  -0.10
C (-3.299, -0.566, 0.055)  0.30
C (-4.498, -1.331, 0.026)  -0.04
C (-3.242, 0.890, 0.010)  -0.01
C (-4.385, 1.683, 0.060)  0.10
C (-4.247, 3.054, -0.038)  -0.01
Br (-5.755, 4.151, 0.036)  0.00
C (-2.990, 3.611, -0.192)  0.09
C (-1.909, 2.751, -0.226)  -0.03
N (-2.013, 1.427, -0.121)  0.09
H (-3.078, -4.332, -0.040)  -0.01
H (-1.013, -2.937, 0.130)  -0.06
H (-5.461, -0.857, 0.164)  0.01
H (-5.366, 1.247, 0.179)  0.01
H (-2.852, 4.680, -0.282)  0.00
H (-0.906, 3.151, -0.321)  0.00

Computed properties:
LUMO (alpha / beta)	-5.142 / -6.531	eV
multiplicity	5
frontier orbital gap (alpha / beta)	0.2419 / 0.2279	hartree
net charge	+2

[2]
Entry from the OMol25 dataset: a molecular structure, C3H7GaO2 (ωB97M-V with the def2-TZVPD basis set).

Last column: Mulliken spin population.
Geometry (Å):
O (0.305, 0.131, 1.108)  0.10
C (1.176, 1.220, 0.943)  0.00
H (2.149, 0.898, 0.532)  0.00
H (0.748, 1.977, 0.264)  0.00
H (1.337, 1.678, 1.926)  0.01
H (-0.066, -1.360, 1.315)  -0.01
C (-1.214, -0.079, -1.198)  0.45
C (-0.089, -0.583, -0.447)  -0.03
O (-0.447, -1.781, 0.208)  0.02
Ga (-1.857, -2.281, -0.932)  0.43
H (-1.958, 0.453, -0.589)  0.00
H (-0.957, 0.399, -2.149)  0.01
H (0.872, -0.673, -0.980)  0.01

Computed properties:
relative energy (zero: lowest compared OMol25 entry of this formula, charge and spin)	32.6	kcal per mole
LUMO (alpha / beta)	-4.546 / -7.237	eV
multiplicity	2
frontier orbital gap (alpha / beta)	0.3443 / 0.2773	hartree
net charge	+1

[3]
Entry from the OMol25 dataset: 5 unconnected molecules or ions with the total composition H11NO4 (ωB97M-V with the def2-TZVPD basis set).

Last column: Mulliken spin population.
Geometry (Å):
N (2.146, -1.642, -1.989)  0.56
H (2.583, -2.528, -2.198)  -0.15
H (2.044, -1.081, -2.822)  -0.20
H (1.269, -1.844, -1.518)  -0.15
H (-2.641, 0.581, 0.612)  -0.24
H (-1.772, 1.285, 1.590)  0.03
O (-2.264, 0.439, 1.502)  0.35
H (0.352, 2.048, 2.253)  -0.04
H (0.107, 2.168, 0.780)  -0.04
O (-0.301, 2.425, 1.637)  0.08
H (0.645, -0.246, -0.299)  -0.15
H (1.628, 0.487, -1.211)  -0.17
O (1.232, 0.536, -0.343)  0.62
H (-1.429, -1.797, -1.236)  -0.40
H (-1.302, -1.080, 0.009)  -0.02
O (-0.736, -1.674, -0.533)  0.90

Computed properties:
relative energy (zero: lowest compared OMol25 entry of this formula, charge and spin)	1.7	kcal per mole
LUMO (alpha / beta)	3.931 / 3.752	eV
multiplicity	2
frontier orbital gap (alpha / beta)	0.1162 / 0.3771	hartree
net charge	-1

Calculated max |F| (eV/Å), listed in the same order as above: 0.8 4.6 1.1
Calculated DFT total energy (Eh), listed in the same order as above: -9912.29523 -2193.35688 -362.27915